Record 1
{
  "formula": "C4H13NO3",
  "method": "ωB97M-V/def2-TZVPD",
  "elements": ["O", "C", "C", "C", "C", "N", "H", "H", "H", "H", "H", "H", "H", "H", "H", "H", "H", "O", "H", "H", "O"],
  "positions_angstrom": [[-0.918712, -1.612576, 1.310555], [0.236910, -1.724055, 0.944533], [0.781136, -1.092333, -0.454681], [1.322823, 0.267872, -0.265302], [0.328596, 1.552231, -0.881166], [-0.977671, 1.149704, -1.431063], [0.999367, -2.539907, 1.164875], [1.580265, -1.757357, -0.989140], [-0.098451, -1.189224, -1.066269], [2.343781, 0.523848, -0.471751], [1.080640, 0.376988, 0.803362], [0.029814, 2.205822, 0.001612], [0.776067, 2.050905, -1.860523], [-1.013681, 0.487014, -2.236146], [-1.472742, 0.661420, -0.653190], [0.487178, -4.994667, -3.572593], [0.354861, -5.285442, -2.182143], [0.102877, -4.468276, -2.741948], [0.103967, 5.684944, 3.425232], [-1.487031, 6.215463, 3.488314], [-0.791305, 5.517097, 3.694579]],
  "forces_ev_per_a": [[2.3, 0.2, 0.1], [0.0, -1.3, -3.5], [0.8, -2.5, -0.1], [-3.1, 3.5, 0.8], [0.3, -1.1, -1.8], [-0.8, -1.4, 1.2], [-1.0, 0.6, 1.4], [-1.4, 0.6, 1.4], [-0.4, 0.4, -0.6], [0.5, -0.4, -0.1], [1.0, 0.9, -0.1], [1.1, -0.4, -1.4], [-0.1, -0.5, 2.7], [0.7, 0.8, 0.9], [0.1, 0.5, -1.0], [-1.4, 2.4, 1.7], [-0.9, 2.2, -0.1], [2.3, -4.6, -1.6], [0.1, 0.9, -0.5], [2.3, -1.1, 0.1], [-2.3, 0.2, 0.4]],
  "smiles": "NCCCC=O.O.O",
  "homo_energy_ha": -0.327,
  "e_lumo_ev": 0.52,
  "e_tot_ha": -440.55694,
  "e_above_lowest_ev": 4.306
}

=====

Record 2
{
  "formula": "C4H13NO3",
  "method": "ωB97M-V/def2-TZVPD",
  "elements": ["C", "N", "C", "C", "C", "O", "H", "H", "H", "H", "H", "H", "H", "H", "H", "H", "H", "O", "H", "H", "O"],
  "positions_angstrom": [[0.967847, -0.722279, -0.861514], [1.148657, 0.320585, 0.007923], [-1.060363, 1.431447, 0.035940], [0.465665, 1.605585, 0.080392], [0.966238, 2.479267, -1.070113], [-0.046347, -0.759536, -1.535802], [1.734426, -1.492151, -0.738537], [1.936180, 0.142121, 0.615071], [-1.535402, 2.392968, 0.239560], [-1.350980, 0.794644, 0.877846], [-1.415241, 0.976057, -0.878085], [0.683690, 2.102566, 1.023250], [1.987322, 2.807531, -0.888797], [0.876331, 1.940676, -2.016561], [0.325236, 3.336276, -1.294815], [-0.101720, -3.361067, 1.286870], [0.160205, -2.421933, 0.166419], [0.582658, -3.154401, 0.618739], [-2.221442, -2.466161, 0.757770], [-2.158831, -2.781616, 2.215649], [-1.944128, -3.170578, 1.358797]],
  "forces_ev_per_a": [[-1.6, 2.1, 1.0], [1.6, -1.1, 0.7], [0.2, 0.1, 0.9], [-0.9, 0.1, -1.1], [-0.5, 0.2, -0.5], [0.5, -1.0, -0.8], [0.1, -0.2, -0.4], [0.0, 0.5, 0.1], [0.0, 0.0, -0.3], [0.0, -0.1, -0.1], [0.0, 0.1, -0.2], [0.4, -0.3, 0.1], [0.1, 0.0, -0.2], [0.4, -0.4, 0.1], [0.1, 0.2, 0.7], [0.5, -0.1, -0.6], [-0.1, -0.1, -0.2], [0.0, -0.1, 0.7], [0.1, -0.2, -0.3], [0.0, -0.2, 0.1], [-0.7, 0.5, 0.4]],
  "smiles": "CC(C)NC=O.O.O",
  "homo_energy_ha": -0.360,
  "e_lumo_ev": 0.48,
  "e_tot_ha": -440.67416,
  "e_above_lowest_ev": 1.117
}

=====

Please write out number 1 again, unchanged.
{
  "formula": "C4H13NO3",
  "method": "ωB97M-V/def2-TZVPD",
  "elements": ["O", "C", "C", "C", "C", "N", "H", "H", "H", "H", "H", "H", "H", "H", "H", "H", "H", "O", "H", "H", "O"],
  "positions_angstrom": [[-0.918712, -1.612576, 1.310555], [0.236910, -1.724055, 0.944533], [0.781136, -1.092333, -0.454681], [1.322823, 0.267872, -0.265302], [0.328596, 1.552231, -0.881166], [-0.977671, 1.149704, -1.431063], [0.999367, -2.539907, 1.164875], [1.580265, -1.757357, -0.989140], [-0.098451, -1.189224, -1.066269], [2.343781, 0.523848, -0.471751], [1.080640, 0.376988, 0.803362], [0.029814, 2.205822, 0.001612], [0.776067, 2.050905, -1.860523], [-1.013681, 0.487014, -2.236146], [-1.472742, 0.661420, -0.653190], [0.487178, -4.994667, -3.572593], [0.354861, -5.285442, -2.182143], [0.102877, -4.468276, -2.741948], [0.103967, 5.684944, 3.425232], [-1.487031, 6.215463, 3.488314], [-0.791305, 5.517097, 3.694579]],
  "forces_ev_per_a": [[2.3, 0.2, 0.1], [0.0, -1.3, -3.5], [0.8, -2.5, -0.1], [-3.1, 3.5, 0.8], [0.3, -1.1, -1.8], [-0.8, -1.4, 1.2], [-1.0, 0.6, 1.4], [-1.4, 0.6, 1.4], [-0.4, 0.4, -0.6], [0.5, -0.4, -0.1], [1.0, 0.9, -0.1], [1.1, -0.4, -1.4], [-0.1, -0.5, 2.7], [0.7, 0.8, 0.9], [0.1, 0.5, -1.0], [-1.4, 2.4, 1.7], [-0.9, 2.2, -0.1], [2.3, -4.6, -1.6], [0.1, 0.9, -0.5], [2.3, -1.1, 0.1], [-2.3, 0.2, 0.4]],
  "smiles": "NCCCC=O.O.O",
  "homo_energy_ha": -0.327,
  "e_lumo_ev": 0.52,
  "e_tot_ha": -440.55694,
  "e_above_lowest_ev": 4.306
}